Entry 1:
Density functional theory data (wB97M-V/def2-TZVPD) for a 2-piece molecular cluster, C4H12 overall.

Geometry as XYZ:
```
16
C4H12 (wB97M-V/def2-TZVPD)
C 1.846 1.538 -0.639
C 1.523 0.260 -1.250
H 2.116 1.487 0.433
H 2.729 2.178 -0.986
H 1.132 2.352 -0.862
H 1.468 0.454 -2.349
H 0.467 -0.080 -1.147
H 2.285 -0.482 -1.028
C -1.328 -1.026 0.301
C -2.012 -0.822 1.653
H -0.208 -0.951 0.377
H -1.703 -1.967 -0.094
H -1.534 -0.317 -0.494
H -1.953 -1.792 2.132
H -1.747 0.059 2.237
H -3.071 -0.589 1.464
```

Values from the calculation:
* HOMO (spin up / spin down): -15.79 / -15.30 eV
* ΔE to the lowest compared entry with this formula, charge and spin: 0.585 eV
* charge: +1
* orbital gap (spin up / spin down): 12.6 / 4.2 eV
* multiplicity: 2

=====

Entry 2:
Density functional theory data (wB97M-V/def2-TZVPD) for a 2-piece molecular cluster, C3H3BrF4O overall.

Geometry as XYZ:
```
12
C3H3BrF4O (wB97M-V/def2-TZVPD)
C -0.995 -2.781 -0.493
C -1.500 -0.538 0.070
C 1.892 2.205 0.214
O -1.646 -1.617 -0.595
F -0.706 -0.537 1.155
F 2.993 2.790 -0.152
F 0.934 3.158 0.404
F 1.486 1.500 -0.841
Br -3.054 0.516 0.222
H -0.394 -3.107 0.289
H 2.137 1.618 1.194
H -1.146 -3.207 -1.467
```

Values from the calculation:
* HOMO (spin up / spin down): -7.96 / -8.34 eV
* ΔE to the lowest compared entry with this formula, charge and spin: 3.775 eV
* orbital gap (spin up / spin down): 8.1 / 8.6 eV
* multiplicity: 1

=====

Entry 3:
Density functional theory data (wB97M-V/def2-TZVPD) for a 2-piece molecular cluster, C4H10O2 overall.

Geometry as XYZ:
```
16
C4H10O2 (wB97M-V/def2-TZVPD)
C 0.275 -0.033 1.787
C 0.538 -0.730 0.399
C 1.846 -0.363 -0.329
C -0.557 -0.408 -0.524
O -1.659 -0.901 -0.605
H 1.216 0.210 2.303
H -0.275 -0.666 2.455
H -0.184 0.901 1.463
H 0.623 -1.777 0.648
H 2.720 -0.645 0.237
H 1.876 0.679 -0.684
H 1.791 -0.810 -1.333
H -0.326 0.265 -1.384
O -2.415 1.621 -1.175
H -2.283 1.613 -2.130
H -3.185 1.044 -1.128
```

Values from the calculation:
* HOMO: -9.59 eV
* ΔE to the lowest compared entry with this formula, charge and spin: 1.409 eV
* orbital gap: 10.5 eV
* multiplicity: 1

=====

Entry 4:
Density functional theory data (wB97M-V/def2-TZVPD) for a 3-piece molecular cluster, C14H28NO4S2 overall.

Geometry as XYZ:
```
49
C14H28NO4S2 (wB97M-V/def2-TZVPD)
C 0.369 -2.159 0.872
C -0.155 -1.160 -0.161
C -1.660 -1.230 -0.496
C -2.514 -0.256 0.343
C -3.267 -1.130 1.267
N -3.159 -2.361 0.952
C -2.313 -2.608 -0.237
H -0.295 -2.250 1.739
H 1.335 -1.821 1.247
H 0.518 -3.151 0.443
H 0.056 -0.147 0.189
H 0.407 -1.269 -1.090
H -1.788 -0.986 -1.548
H -1.944 0.505 0.878
H -3.244 0.278 -0.278
H -3.867 -0.821 2.116
H -3.637 -3.102 1.456
H -2.965 -2.931 -1.050
H -1.615 -3.412 -0.017
C -3.208 4.187 -4.153
C -3.936 4.119 -2.804
C -4.154 2.636 -2.482
S -2.809 1.753 -3.296
O -3.362 0.892 -4.307
O -1.907 1.173 -2.318
C -2.063 3.185 -4.061
H -2.836 5.189 -4.361
H -3.883 3.907 -4.963
H -3.317 4.579 -2.031
H -4.884 4.653 -2.827
H -4.121 2.415 -1.418
H -5.075 2.249 -2.915
H -1.650 2.873 -5.018
H -1.267 3.529 -3.401
C 4.696 -2.336 2.722
C 3.917 -1.014 2.785
C 4.790 -0.006 3.537
S 6.498 -0.498 3.227
O 7.089 -0.901 4.475
O 7.145 0.476 2.390
C 6.106 -1.968 2.277
H 4.239 -3.048 2.035
H 4.729 -2.799 3.711
H 3.729 -0.654 1.770
H 2.953 -1.136 3.280
H 4.673 1.019 3.195
H 4.644 -0.055 4.614
H 6.863 -2.718 2.492
H 6.142 -1.688 1.224
```

Values from the calculation:
* HOMO: -11.97 eV
* charge: +1
* orbital gap: 7.9 eV
* multiplicity: 1

=====

Entry 5:
Density functional theory data (wB97M-V/def2-TZVPD) for an isolated ion of composition C12H13N2O and charge +1.

Geometry as XYZ:
```
28
C12H13N2O (wB97M-V/def2-TZVPD)
C 1.308 1.590 1.042
N 0.878 1.742 -0.352
C 1.951 2.267 -1.228
C 2.257 1.369 -2.161
C 1.594 0.097 -2.039
C 0.441 0.275 -1.103
C -0.938 0.178 -1.671
N -1.962 -0.187 -1.012
C -1.837 -0.709 0.279
C -2.983 -1.184 0.935
C -2.762 -2.050 1.978
C -1.453 -2.317 2.378
C -0.312 -1.824 1.769
C -0.564 -1.006 0.677
O 0.574 -0.644 0.000
H 2.141 0.880 1.125
H 1.481 2.615 1.358
H 0.638 1.043 1.811
H 0.034 2.312 -0.397
H 2.492 3.191 -1.214
H 3.036 1.574 -2.856
H 1.258 -0.194 -3.019
H 2.181 -0.772 -1.552
H -1.240 0.431 -2.691
H -4.060 -0.945 0.545
H -3.545 -2.665 2.257
H -1.375 -3.063 3.140
H 0.764 -2.005 2.002
```

Values from the calculation:
* HOMO: -12.36 eV
* ΔE to the lowest compared entry with this formula, charge and spin: 3.449 eV
* charge: +1
* orbital gap: 8.7 eV
* multiplicity: 1

=====

Entry 6:
Density functional theory data (wB97M-V/def2-TZVPD) for a 2-piece molecular cluster, C4H8FN4 overall.

Geometry as XYZ:
```
17
C4H8FN4 (wB97M-V/def2-TZVPD)
C 1.167 0.333 -0.684
C 2.540 0.411 -0.785
C 0.589 -0.472 0.260
C -2.353 0.546 0.379
N 0.768 -1.210 1.177
N -1.472 -0.221 -0.144
N -3.661 0.522 0.174
N 3.403 -0.213 -0.006
F -1.954 -1.192 -1.018
H 0.554 0.887 -1.373
H 2.956 1.040 -1.562
H -1.947 1.286 1.060
H 0.284 -1.841 1.778
H -4.063 -0.147 -0.468
H -4.277 1.193 0.603
H 4.397 -0.110 -0.128
H 3.071 -0.813 0.736
```

Values from the calculation:
* HOMO: -13.05 eV
* ΔE to the lowest compared entry with this formula, charge and spin: 2.930 eV
* charge: +1
* orbital gap: 9.7 eV
* multiplicity: 1

=====

Number 1: maximum force 2.0 eV/A. Number 2: maximum force 2.8 eV/A. Number 3: maximum force 2.9 eV/A. Number 4: maximum force 0.4 eV/A. Number 5: maximum force 2.6 eV/A. Number 6: maximum force 1.4 eV/A.